Below is C19H18BrClN8Pd as an isolated structure, with properties calculated with ωB97M-V/def2-TZVPD.

The value obtained for the energy above the lowest of the compared OMol25 structures with the same formula, charge and spin is 0.000 eV. As for the charge: +2. Its multiplicity is 1. As for the lowest unoccupied orbital energy: -6.705 eV.

Geometry (Å):
Pd: -0.5284 0.0923 -1.2124
N: 1.8870 -1.8967 -2.7305
C: 2.3218 -0.6962 -2.3282
N: 3.6142 -0.4559 -2.4452
C: 4.0356 0.7613 -2.1016
N: 5.3301 1.0226 -2.1406
N: 3.2043 1.7781 -1.7354
C: 1.9578 1.4480 -1.6175
N: 1.4353 0.2108 -1.8206
C: 0.9789 2.5108 -1.2891
C: 1.3502 3.8300 -1.1471
C: 0.3644 4.7805 -0.9201
C: -0.9550 4.3671 -0.8502
C: -1.2511 3.0224 -0.9870
N: -0.3029 2.1062 -1.1987
H: 2.5684 -2.4787 -3.1922
H: 0.9153 -2.0530 -2.9270
H: 5.9764 0.3088 -2.4339
H: 5.6643 1.9443 -1.9152
H: 2.3963 4.0855 -1.2297
H: 0.6234 5.8246 -0.8099
H: -1.7604 5.0695 -0.6909
H: -2.2716 2.6750 -0.9292
C: -1.5655 0.0401 5.4388
C: -1.9752 0.0373 3.9953
C: -3.3079 -0.0199 3.6029
C: -3.6491 -0.0266 2.2568
C: -2.5897 0.0249 1.3825
Br: -2.9474 0.0264 -0.5302
N: -1.3205 0.0817 1.6808
C: -1.0192 0.0889 2.9838
H: -2.4320 0.0943 6.0938
H: -0.9191 0.8897 5.6588
H: -1.0130 -0.8673 5.6850
H: -4.0915 -0.0577 4.3490
H: -4.6763 -0.0682 1.9253
H: 0.0356 0.1426 3.2284
Cl: 0.9951 -4.4744 1.4702
C: 0.1134 -3.8400 0.1464
C: -0.5697 -4.6685 -0.7313
C: -1.2703 -4.0891 -1.7773
C: -1.2678 -2.7155 -1.9167
N: -0.5899 -1.9265 -1.0693
C: 0.0865 -2.4709 -0.0520
H: -0.5529 -5.7412 -0.5921
H: -1.8237 -4.6956 -2.4800
H: -1.8129 -2.2234 -2.7114
H: 0.6088 -1.7984 0.6146

Let us look at the Löwdin charges, expressed in e, one per atom: Pd 0.8305; N 0.2019; C -0.4103; N 0.1964; C -0.3963; N 0.2224; N 0.2054; C -0.2690; N 0.0514; C -0.1821; C 0.0361; C 0.0091; C -0.0024; C -0.1007; N -0.0395; H 0.1336; H 0.0837; H 0.1341; H 0.1317; H 0.1284; H 0.1324; H 0.1287; H 0.0746; C -0.0248; C -0.2276; C 0.0138; C -0.0676; C -0.6539; Br 0.9169; N 0.0167; C -0.0690; H 0.0881; H 0.0942; H 0.0960; H 0.1344; H 0.1186; H 0.1301; Cl 0.7726; C -0.6341; C -0.0300; C -0.0073; C -0.1489; N -0.1583; C -0.1533; H 0.1318; H 0.1310; H 0.1194; H 0.1115